The following is a DFT calculation (ωB97M-V with the def2-TZVPD basis set) of a cluster of 4 separate species, C12H15BF13O6 in total.

Last column: Mulliken charge in e.
Element x y z (Å)
F1 3.53 -4.41 -3.74  -0.2463
F2 -5.29 3.84 1.02  -0.2471
F3 4.77 -5.82 -2.66  -0.2568
F4 0.35 2.08 1.77  -0.2652
F5 0.45 -2.67 2.27  -0.2124
F6 2.38 1.04 2.06  -0.4116
F7 0.72 0.79 3.65  -0.3958
F8 2.80 -6.41 -3.35  -0.2528
F9 1.81 2.81 3.43  -0.3671
F10 -0.99 -2.22 3.80  -0.2518
F11 -1.65 -3.23 2.00  -0.2884
F12 -4.70 5.10 -0.64  -0.2610
F13 -4.86 2.95 -0.91  -0.2531
O1 -1.70 -0.07 2.32  -0.4707
O2 2.55 -5.81 -0.69  -0.5214
O3 -2.66 3.46 1.46  -0.4751
O4 -0.57 -0.93 0.57  -0.2614
O5 -2.27 3.93 -0.71  -0.2987
O6 2.86 -3.67 -1.35  -0.2271
C1 -2.21 0.07 -0.94  -1.3666
C2 -0.89 0.23 -0.19  0.5705
C3 2.44 -3.18 -0.06  -0.0630
C4 2.73 -1.70 0.04  -1.0420
C5 -3.02 3.74 0.36  0.3796
C6 -0.21 3.99 -1.93  -1.4160
C7 -0.81 -2.29 2.49  0.7538
C8 -1.09 -0.95 1.80  0.4559
C9 2.90 -4.98 -1.48  0.3239
C10 -4.49 3.92 -0.05  0.9333
C11 -0.84 3.89 -0.58  0.7710
C12 3.51 -5.40 -2.84  0.8642
B1 1.31 1.70 2.75  0.2917
H1 2.25 -1.28 0.92  0.2386
H2 1.36 -3.32 0.07  0.1647
H3 -0.31 3.07 -2.53  0.3197
H4 2.96 -3.72 0.73  0.3479
H5 -2.41 0.97 -1.52  0.3763
H6 -3.04 -0.06 -0.23  0.3283
H7 -0.12 0.30 -0.96  0.3652
H8 -0.52 4.75 0.03  0.3495
H9 0.88 3.98 -1.78  0.3987
H10 -0.48 4.85 -2.53  0.3522
H11 3.80 -1.52 0.12  0.4074
H12 -0.90 1.12 0.42  -0.4443
H13 -0.54 3.01 -0.01  -0.3001
H14 2.36 -1.12 -0.80  0.2633
H15 -2.18 -0.80 -1.59  0.3405

Summary:
LUMO in eV: 2.590
Net charge: -1
Multiplicity: 1
Energy above the lowest of the compared OMol25 structures with the same formula, charge and spin in eV: 0.000

***

The following is a DFT calculation (ωB97M-V with the def2-TZVPD basis set) of a structure of composition C39H43FeN4S2Si2.

Last column: Mulliken charge in e.
Element x y z (Å)
Fe1 0.41 1.33 0.78  -0.2542
S1 1.63 -0.93 -5.05  -0.2923
S2 4.52 1.55 -1.29  -0.5718
Si1 -2.94 -0.34 1.21  -0.1192
Si2 -0.54 -1.91 0.22  -0.2688
N1 2.32 1.43 0.13  0.3377
N2 0.19 0.81 2.76  0.8507
N3 1.59 -3.05 -3.48  0.0071
N4 -0.20 -2.89 -5.00  -0.5477
C1 0.24 2.98 -4.44  -0.7369
C2 1.84 -4.75 -1.73  -1.6130
C3 -0.66 -3.99 -4.44  1.0914
C4 -0.64 -0.23 2.71  -1.1661
C5 -0.27 2.91 -3.20  -0.4841
C6 1.62 2.65 -4.62  -0.5750
C7 -1.02 -3.81 0.66  -1.3025
C8 -0.60 5.79 2.96  -0.5359
C9 -3.46 0.50 -0.33  -0.7369
C10 -2.82 5.27 2.30  -0.6355
C11 1.34 -1.96 0.07  -0.3583
C12 5.85 0.77 0.96  -0.8124
C13 -1.99 -4.51 -4.94  -1.3643
C14 -0.16 4.96 1.93  -0.2280
C15 -1.12 -0.47 1.29  2.2843
C16 1.99 2.16 -2.23  1.0387
C17 0.94 -2.32 -4.52  -0.2277
C18 -1.00 4.13 1.18  0.6314
C19 4.62 1.06 0.37  1.1068
C20 -0.45 3.28 0.19  0.2153
C21 3.38 0.97 0.97  -0.7079
C22 -4.02 -1.86 1.15  -1.4476
C23 -0.03 -4.71 -3.39  -0.6238
C24 0.53 2.58 -2.06  1.2009
C25 0.05 2.78 -0.82  -1.5939
C26 -0.70 -0.36 5.08  -0.3793
C27 -1.26 -1.68 -1.52  0.2704
C28 2.72 1.75 -1.15  0.7839
C29 -2.39 4.41 1.29  -0.3330
C30 -1.07 -0.88 3.83  -0.8099
C31 -1.97 5.84 3.24  -0.6169
C32 0.12 0.80 5.19  -1.1358
C33 1.13 -4.18 -2.93  0.8544
C34 -3.51 0.77 2.65  -1.0763
C35 2.48 2.33 -3.58  -1.3908
C36 0.56 1.31 3.99  -0.5648
C37 3.32 0.43 2.25  -0.0025
C38 4.50 0.19 2.92  -1.0552
C39 5.76 0.31 2.27  -0.4254
H1 -2.74 -4.35 -4.17  0.2710
H2 1.73 -0.98 -0.27  -0.1404
H3 1.23 2.14 3.98  0.5494
H4 -3.23 0.25 3.59  0.2683
H5 0.93 4.92 1.71  0.3349
H6 -1.00 -0.64 -1.85  0.0821
H7 -2.06 -4.00 1.00  0.3679
H8 -1.97 -5.56 -5.15  0.3667
H9 1.73 -2.05 1.08  0.3850
H10 6.83 0.84 0.39  0.3007
H11 -1.64 -1.77 3.76  0.5865
H12 4.49 -0.29 3.90  0.3921
H13 1.14 -4.58 -0.91  0.2254
H14 -3.86 5.60 2.41  0.3222
H15 2.78 -4.23 -1.54  0.3610
H16 1.98 -5.83 -1.86  0.4685
H17 -3.38 -0.18 -1.18  0.2913
H18 -3.09 3.84 0.68  0.4590
H19 -3.93 -2.56 1.97  0.3580
H20 0.42 1.22 6.12  0.4818
H21 -4.49 0.89 -0.22  0.3982
H22 -2.98 1.70 2.68  0.2641
H23 -0.79 -2.44 -2.14  -0.7718
H24 -5.01 -1.49 1.23  0.4055
H25 -3.84 -2.45 0.32  0.4048
H26 -2.38 6.41 4.03  0.4552
H27 0.11 6.45 3.49  0.3318
H28 2.35 0.14 2.65  0.3107
H29 3.54 2.20 -3.82  0.2475
H30 6.67 0.10 2.81  0.3761
H31 -4.58 1.04 2.77  0.4074
H32 -0.98 -4.29 -0.29  0.3564
H33 1.97 2.79 -5.63  0.3823
H34 -0.40 -5.68 -3.05  0.3486
H35 2.38 -2.62 -3.05  0.3180
H36 -0.41 3.39 -5.23  0.3313
H37 -1.30 3.18 -3.01  0.4044
H38 -1.12 -0.84 5.93  0.4762
H39 -2.36 -4.02 -5.82  0.3748
H40 -2.29 -1.86 -1.51  0.4782
H41 -0.28 -4.20 1.34  0.3723
H42 -2.80 1.33 -0.46  -0.0575
H43 1.77 -2.71 -0.52  -0.0252

Summary:
LUMO (alpha / beta) in eV: 2.365 / 2.363
⟨S²⟩: 6.2934
Net charge: -1
Multiplicity: 5

***

Number 1: electronic energy -2241.204619 hartree. Number 2: electronic energy -4370.028966 hartree.